{"formula": "BF4Sn", "method": "ωB97M-V with the def2-TZVPD basis set", "elements": ["Sn", "B", "F", "F", "F", "F"], "positions_angstrom": [[-3.1540, -0.1230, -0.9836], [0.7028, 0.0552, 0.2278], [0.7844, 1.4192, 0.2174], [1.6308, -0.5644, -0.5708], [0.6402, -0.4413, 1.5115], [-0.6042, -0.3457, -0.4024]], "nbo_charge": [1.876, 1.352, -0.535, -0.519, -0.534, -0.640], "e_above_lowest_kcal_mol": 59.2, "homo_lumo_gap_ev": 5.2, "total_charge": 1, "energy_ha": -638.395819}



{"formula": "BH18O7", "method": "ωB97M-V with the def2-TZVPD basis set", "elements": ["B", "H", "H", "H", "H", "O", "H", "H", "O", "H", "H", "O", "H", "H", "O", "H", "H", "O", "H", "H", "O", "H", "H", "O", "H", "H"], "positions_angstrom": [[4.9112, 20.0443, -30.9053], [4.2150, 20.8567, -30.2488], [4.2019, 19.4277, -31.6787], [5.7574, 20.5821, -31.6222], [5.5145, 19.3084, -30.1353], [7.8849, 20.8979, -29.5404], [7.6684, 21.5943, -28.8685], [7.2902, 20.9760, -30.2713], [1.4321, 20.2406, -31.0225], [2.3387, 20.0980, -31.2676], [1.0925, 19.3308, -30.8434], [3.3631, 18.7332, -28.0345], [3.8985, 19.2398, -28.6497], [3.5259, 19.2503, -27.2402], [2.5861, 17.2657, -30.5382], [3.4273, 17.7217, -30.5216], [2.4431, 17.1964, -31.4611], [5.4490, 16.8451, -28.1006], [6.2096, 17.3946, -28.3944], [4.7382, 17.4566, -27.8917], [7.3493, 17.7362, -32.7019], [6.7300, 17.0793, -32.8898], [6.7452, 18.4674, -32.4911], [4.1978, 21.2905, -27.3788], [4.9601, 20.7355, -27.3509], [4.2008, 21.4993, -28.2842]], "nbo_charge": [-0.766, -0.067, -0.062, -0.050, -0.046, -0.962, 0.460, 0.500, -0.970, 0.494, 0.472, -0.951, 0.492, 0.472, -0.943, 0.492, 0.451, -0.981, 0.469, 0.490, -0.943, 0.454, 0.489, -0.944, 0.459, 0.489], "e_above_lowest_kcal_mol": 11.0, "homo_lumo_gap_ev": 9.7, "total_charge": -1, "energy_ha": -562.338843}



{"formula": "BH20NO6", "method": "ωB97M-V with the def2-TZVPD basis set", "elements": ["N", "H", "H", "H", "H", "B", "H", "H", "H", "H", "O", "H", "H", "O", "H", "H", "O", "H", "H", "O", "H", "H", "O", "H", "H", "O", "H", "H"], "positions_angstrom": [[0.0805, -3.6083, 0.3254], [-0.8125, -3.5043, 0.6284], [-0.0825, -3.8533, -0.7576], [0.4995, -4.3643, 0.6964], [0.7225, -2.6063, 0.2224], [0.4265, 0.0927, 0.1544], [0.7725, -0.4153, -0.9136], [-0.8205, 0.1797, 0.1464], [0.7485, -0.5623, 1.2214], [1.0015, 1.1787, 0.1684], [-0.5575, 1.8277, -3.0306], [-1.3495, 2.0037, -3.2936], [-0.5715, 1.9827, -2.0116], [-2.3885, -0.9493, 2.6604], [-1.8325, -0.8823, 1.9234], [-3.3405, -1.2673, 2.4074], [3.5615, 0.7497, 1.2604], [4.1785, 0.0127, 1.1354], [2.7335, 0.5507, 0.9244], [-0.3185, -1.1573, -3.6136], [-0.2185, -1.0743, -4.5876], [-0.1915, -0.4253, -3.1346], [0.1305, 2.5477, 2.7514], [-0.5605, 2.2237, 3.3174], [0.4725, 1.9587, 2.1144], [-1.2555, 3.1947, -0.2546], [-0.6135, 2.3647, -0.2486], [-0.4135, 3.8027, -0.2126]], "nbo_charge": [-0.887, 0.432, 0.456, 0.419, 0.545, -0.823, -0.029, -0.029, -0.054, -0.027, -0.944, 0.451, 0.487, -0.958, 0.484, 0.475, -0.949, 0.462, 0.487, -0.975, 0.479, 0.494, -0.966, 0.478, 0.489, -0.945, 0.478, 0.469], "e_above_lowest_kcal_mol": 23.3, "homo_lumo_gap_ev": 8.4, "total_charge": 0, "energy_ha": -542.825157}



{"formula": "BH26O11", "method": "ωB97M-V with the def2-TZVPD basis set", "elements": ["B", "H", "H", "H", "H", "O", "H", "H", "O", "H", "H", "O", "H", "H", "O", "H", "H", "O", "H", "H", "O", "H", "H", "O", "H", "H", "O", "H", "H", "O", "H", "H", "O", "H", "H", "O", "H", "H"], "positions_angstrom": [[23.7082, -14.1731, -12.5988], [23.4347, -15.4292, -12.7402], [23.5832, -13.6281, -13.7054], [22.9207, -13.7001, -11.7373], [24.8851, -13.9913, -12.1963], [21.1887, -15.9338, -10.4663], [21.9637, -15.5307, -10.8541], [20.5551, -15.2139, -10.5276], [23.3407, -11.3940, -10.1260], [23.1632, -11.8884, -10.9632], [24.2395, -11.0867, -10.0779], [22.0003, -11.4348, -15.3846], [22.0446, -12.3844, -15.1320], [22.8081, -11.0670, -15.0297], [20.6816, -15.2625, -13.6858], [20.5384, -14.3683, -13.3679], [21.4952, -15.5723, -13.3226], [24.0483, -15.2614, -9.4743], [23.4211, -14.5556, -9.3235], [24.2873, -15.2125, -10.4156], [24.7993, -11.0535, -12.5245], [23.8673, -10.8850, -12.6254], [24.7359, -11.9888, -12.6452], [20.0742, -12.5265, -12.8833], [20.8507, -12.0048, -12.9852], [19.3124, -11.9746, -12.9676], [21.3347, -17.8971, -12.2724], [21.2345, -17.1437, -11.6683], [22.2461, -17.8186, -12.5183], [26.0992, -11.1426, -10.0534], [26.7663, -10.4704, -10.1503], [25.9624, -11.4951, -10.9479], [21.9194, -13.3586, -8.8062], [22.1781, -13.5703, -7.9079], [22.3287, -12.5539, -9.0936], [19.7607, -13.6954, -10.3833], [20.0582, -13.1916, -11.1766], [20.3938, -13.6528, -9.7007]], "nbo_charge": [-0.760, -0.038, -0.054, -0.090, -0.050, -0.973, 0.481, 0.490, -1.009, 0.493, 0.510, -0.959, 0.495, 0.466, -0.966, 0.475, 0.482, -0.977, 0.480, 0.489, -0.964, 0.464, 0.504, -0.949, 0.491, 0.487, -0.978, 0.493, 0.449, -0.959, 0.469, 0.499, -0.985, 0.484, 0.513, -0.994, 0.494, 0.495], "e_above_lowest_kcal_mol": 6.4, "homo_lumo_gap_ev": 9.4, "total_charge": -1, "energy_ha": -868.120632}



Copy entry 2 word for word.
{"formula": "BH18O7", "method": "ωB97M-V with the def2-TZVPD basis set", "elements": ["B", "H", "H", "H", "H", "O", "H", "H", "O", "H", "H", "O", "H", "H", "O", "H", "H", "O", "H", "H", "O", "H", "H", "O", "H", "H"], "positions_angstrom": [[4.9112, 20.0443, -30.9053], [4.2150, 20.8567, -30.2488], [4.2019, 19.4277, -31.6787], [5.7574, 20.5821, -31.6222], [5.5145, 19.3084, -30.1353], [7.8849, 20.8979, -29.5404], [7.6684, 21.5943, -28.8685], [7.2902, 20.9760, -30.2713], [1.4321, 20.2406, -31.0225], [2.3387, 20.0980, -31.2676], [1.0925, 19.3308, -30.8434], [3.3631, 18.7332, -28.0345], [3.8985, 19.2398, -28.6497], [3.5259, 19.2503, -27.2402], [2.5861, 17.2657, -30.5382], [3.4273, 17.7217, -30.5216], [2.4431, 17.1964, -31.4611], [5.4490, 16.8451, -28.1006], [6.2096, 17.3946, -28.3944], [4.7382, 17.4566, -27.8917], [7.3493, 17.7362, -32.7019], [6.7300, 17.0793, -32.8898], [6.7452, 18.4674, -32.4911], [4.1978, 21.2905, -27.3788], [4.9601, 20.7355, -27.3509], [4.2008, 21.4993, -28.2842]], "nbo_charge": [-0.766, -0.067, -0.062, -0.050, -0.046, -0.962, 0.460, 0.500, -0.970, 0.494, 0.472, -0.951, 0.492, 0.472, -0.943, 0.492, 0.451, -0.981, 0.469, 0.490, -0.943, 0.454, 0.489, -0.944, 0.459, 0.489], "e_above_lowest_kcal_mol": 11.0, "homo_lumo_gap_ev": 9.7, "total_charge": -1, "energy_ha": -562.338843}